Entry P
The following is a quantum chemistry calculation of a cluster of 12 separate species, C4H31NO11 in total, from the OMol25 dataset.

Results
SMILES string ... C/C=C(/C)N.O.O.O.O.O.O.O.O.O.O.O
Highest occupied orbital energy ... -8.015 eV
Orbital gap ... 0.29738 Eh

```
! wB97M-V def2-TZVPD RIJCOSX def2/J DEFGRID3
* xyz 0 1
H -1.83644 4.30049 -2.78193
H -2.24950 -2.08455 0.16520
O -1.77251 0.93911 -0.71175
H 1.82802 -3.96579 -2.49131
O 1.49561 1.01434 3.36191
H 1.56240 0.08612 -3.04006
H 1.77904 1.79980 3.97013
H -0.14983 2.05842 -0.70931
C 1.73097 -1.95390 0.46773
O -1.07052 1.16434 3.99151
H -1.43769 1.16126 3.06524
H 1.42163 1.45461 2.39113
H 0.82809 0.76810 -1.50036
H -4.22152 2.15221 0.35815
H 3.00316 -2.68388 -2.20883
O 1.83790 3.45024 2.28729
H -0.09980 -4.95023 0.73233
H -0.14297 1.00141 3.88421
O -1.78573 -1.65266 -0.48261
H 1.36732 -1.22960 2.37678
H -3.88998 3.34641 -0.45362
H -4.09071 1.51609 -2.91839
O -4.67365 2.84513 -0.18584
C 1.70758 -2.21861 1.91375
H 1.32161 -3.97856 -0.05894
H -0.73450 -1.97634 -0.35564
C 1.65376 -2.96450 -0.42477
O 0.90051 0.79026 -2.62188
O -3.29016 0.92391 -2.94629
H 2.42651 -2.71482 2.58556
N 2.17463 -0.75816 -0.03202
H 0.86961 -2.87227 2.20846
H -1.50070 0.07190 -0.42950
H 2.57721 3.78177 1.88644
C 1.99305 -2.98808 -1.92728
H -0.29908 -4.45625 1.94865
H 2.51751 -0.64806 -0.95296
H 1.39215 -2.25903 -2.25922
H -2.43962 0.68401 -1.44659
O 0.78658 1.95205 -0.27260
H -1.43626 2.81913 -2.61671
O -0.63311 -4.33372 1.08358
H -3.02884 1.08716 -3.80001
H 1.83562 0.15711 0.32529
H 1.41089 3.30196 1.47159
O -1.14533 3.70064 -2.37776
H 1.50712 2.36102 -0.46875
*
```

Quick look at the Löwdin charges, all values in e:
1. H 0.070
2. H -0.011
3. O -0.110
4. H 0.100
5. O -0.161
6. H 0.076
7. H 0.106
8. H 0.097
9. C -0.439
10. O -0.091
11. H 0.050
12. H 0.093
13. H 0.075
14. H 0.051
15. H 0.071
16. O 0.012
17. H -0.032
18. H -0.064
19. O -0.070
20. H 0.085
21. H 0.024
22. H 0.100
23. O -0.080
24. C -0.043
25. H 0.088
26. H 0.146
27. C -0.128
28. O -0.215
29. O -0.013
30. H 0.095
31. N 0.103
32. H 0.053
33. H -0.027
34. H 0.011
35. C -0.087
36. H 0.027
37. H 0.056
38. H -0.004
39. H 0.045
40. O -0.039
41. H -0.006
42. O 0.007
43. H 0.010
44. H 0.079
45. H 0.000
46. O -0.071
47. H -0.043

Entry Q
The following is a quantum chemistry calculation of a cluster of 11 separate species, C4H31NO11 in total, from the OMol25 dataset.

Results
SMILES string ... CC[C@H](N)CO.O.O.O.O.O.O.O.O.O.O
Highest occupied orbital energy ... -9.326 eV
Orbital gap ... 0.34743 Eh

```
! wB97M-V def2-TZVPD RIJCOSX def2/J DEFGRID3
* xyz 0 1
H 0.98254 -1.85064 -2.23899
C 0.86079 -1.60837 -0.10774
H -2.82820 0.72945 -1.98235
H -1.82101 2.22851 1.30230
H 2.01863 -2.97979 0.83864
H -0.90890 -1.21624 4.04441
H -0.90452 0.48585 -0.00696
H 2.49994 -0.01694 -2.23759
H 0.70154 -2.48416 1.76584
H 0.73377 0.15616 3.45556
H -1.17656 -1.56787 2.49610
H 1.27660 -0.58677 -0.15256
H -1.39828 2.78450 2.67340
H 0.32973 0.08780 -2.97330
H 1.24805 -3.43462 -1.37174
H -2.34945 2.85895 -0.96916
O -0.56029 -0.22569 -3.22274
O -1.75871 3.51951 -0.55096
C 2.94252 -2.25149 -1.36192
H -0.99107 3.65744 -1.07468
N 1.43368 -2.21144 1.02340
H 0.41550 1.36815 2.67284
O 0.94118 1.05297 3.42693
O -4.46910 -0.62414 -0.06693
H -1.08804 -1.60274 -1.18761
O 1.88110 0.53794 -2.80351
O 2.50203 0.73591 1.30879
H -4.46511 -1.30547 -0.78024
H 3.37059 -2.38178 -0.40488
H 3.33835 -1.27474 -1.44972
H -3.75771 -0.99953 0.48636
C -0.71618 -1.50555 -0.15455
H 2.25847 0.96274 2.23141
H 3.34601 2.19103 -0.41908
O -0.65301 -1.65064 3.24199
O -1.17701 -0.35859 0.49020
O 2.42576 2.10074 -0.82032
H -1.13141 0.59485 -3.54726
H 3.32164 -2.81454 -2.22706
H 1.96571 1.69209 -0.08358
H 2.43635 -0.20841 1.17807
C 1.43817 -2.32323 -1.36072
H -1.18238 -2.40749 0.35281
H -3.78941 0.72752 -1.03205
O -1.22339 2.03147 2.08614
O -3.10655 1.26068 -1.40592
H 1.94505 1.17740 -2.08229
*
```

Quick look at the Löwdin charges, all values in e:
1. H 0.089
2. C -0.397
3. H -0.091
4. H 0.058
5. H 0.051
6. H 0.054
7. H 0.125
8. H 0.051
9. H 0.104
10. H -0.015
11. H -0.024
12. H 0.102
13. H 0.067
14. H -0.046
15. H 0.134
16. H 0.005
17. O -0.129
18. O -0.057
19. C -0.103
20. H 0.019
21. N 0.042
22. H 0.015
23. O -0.035
24. O -0.050
25. H 0.101
26. O -0.076
27. O -0.074
28. H 0.082
29. H 0.061
30. H 0.044
31. H 0.054
32. C -0.222
33. H 0.036
34. H 0.108
35. O -0.007
36. O -0.105
37. O -0.079
38. H 0.103
39. H 0.101
40. H 0.001
41. H 0.011
42. C -0.202
43. H 0.136
44. H 0.009
45. O -0.082
46. O 0.050
47. H -0.018

The energy of each structure relative to the most stable one, in hartree, is as follows: entry P 0.1082; entry Q 0.0000.

Entry P
The following is a quantum chemistry calculation of an isolated molecule of C2H3BrO2, from the OMol25 dataset.

Results
SMILES string ... O=COCBr
Highest occupied orbital energy ... -10.701 eV
Orbital gap ... 0.41995 Eh

```
! wB97M-V def2-TZVPD RIJCOSX def2/J DEFGRID3
* xyz 0 1
O -0.51183 -0.36119 0.33010
C -0.64074 -0.75439 -0.90852
H -1.51614 -1.43510 -1.02091
Br -0.12713 1.95599 1.76801
H 0.94393 0.84480 -0.31633
O 0.17974 -0.53222 -1.77506
C 0.57044 0.55417 0.65558
H 1.10171 -0.27207 1.26714
*
```

Quick look at the Löwdin charges, all values in e:
1. O -0.141
2. C -0.369
3. H 0.157
4. Br 0.689
5. H 0.066
6. O 0.049
7. C -0.578
8. H 0.127

Entry Q
The following is a quantum chemistry calculation of an isolated molecule of C2H3BrO2, from the OMol25 dataset.

Results
SMILES string ... O[C@@]1(Br)CO1
Highest occupied orbital energy ... -10.568 eV
Orbital gap ... 0.41283 Eh

```
! wB97M-V def2-TZVPD RIJCOSX def2/J DEFGRID3
* xyz 0 1
Br -0.41530 -2.41939 -1.44877
H -2.38779 -0.06822 -1.29922
H 1.52508 -0.81304 0.23910
H 0.65941 0.78330 0.24399
C -0.41446 -0.94332 -0.50446
O -0.34350 -1.08607 0.77847
C 0.61654 -0.25653 0.21065
O -1.48178 0.31259 -1.10493
*
```

Quick look at the Löwdin charges, all values in e:
1. Br 0.960
2. H 0.061
3. H 0.112
4. H 0.109
5. C -0.994
6. O 0.003
7. C -0.095
8. O -0.156

The energy of each structure relative to the most stable one, in hartree, is as follows: entry P 0.0000; entry Q 0.0929.

Entry P
The following is a quantum chemistry calculation of the ion C3H5N2O with charge +1, from the OMol25 dataset.

Results
SMILES string ... C=NC(=O)[NH+]=C
Highest occupied orbital energy ... -15.034 eV
Orbital gap ... 0.34346 Eh

```
! wB97M-V def2-TZVPD RIJCOSX def2/J DEFGRID3
* xyz 1 1
H 1.56268 0.26872 -0.14811
H 1.82229 2.21598 -0.11197
C -1.01642 0.19317 0.09963
N -0.23277 -0.81417 0.33281
O -2.17502 0.31048 -0.08978
H -0.75365 2.34519 0.11506
H 0.11420 -2.86595 0.61609
H -0.13429 -2.31199 -1.06437
C 1.09435 1.28626 0.04381
C -0.14104 -2.02723 0.04964
N -0.14034 1.39956 0.15719
*
```

Quick look at the Löwdin charges, all values in e:
1. H 0.147
2. H 0.182
3. C -0.531
4. N 0.079
5. O 0.201
6. H 0.268
7. H 0.090
8. H 0.145
9. C 0.146
10. C 0.149
11. N 0.124

Entry Q
The following is a quantum chemistry calculation of the ion C3H5N2O with charge +1, from the OMol25 dataset.

Results
SMILES string ... [NH2+]=NCC=C=O
Highest occupied orbital energy ... -14.357 eV
Orbital gap ... 0.32493 Eh

```
! wB97M-V def2-TZVPD RIJCOSX def2/J DEFGRID3
* xyz 1 1
H 1.70742 -1.18347 0.62212
C -1.79314 0.39098 0.36344
H 1.39604 1.40742 -0.48166
C 0.45306 0.74107 -0.63129
O -2.70953 -0.05366 -0.15127
C -0.57233 0.90772 0.53787
N 0.92756 -1.44970 0.10914
H -0.10042 1.23256 1.45992
H 0.56454 -2.36006 0.19562
N 0.18500 -0.62910 -0.49451
H -0.05820 0.99624 -1.52938
*
```

Quick look at the Löwdin charges, all values in e:
1. H 0.136
2. C -0.116
3. H 0.184
4. C -0.111
5. O 0.297
6. C -0.035
7. N 0.203
8. H 0.133
9. H 0.148
10. N 0.043
11. H 0.119

Entry R
The following is a quantum chemistry calculation of a cluster of 2 separate species, C3H5N2O in total, from the OMol25 dataset.

Results
Highest occupied orbital energy ... -15.004 eV
Orbital gap ... 0.35466 Eh

```
! wB97M-V def2-TZVPD RIJCOSX def2/J DEFGRID3
* xyz 1 1
C 1.89042 -0.07133 0.10262
C -1.46252 -1.38085 -0.23800
H -3.16570 0.37384 -0.19122
H 3.27606 -1.08237 -0.63925
H -1.77530 0.04873 1.05579
H 3.72029 0.27317 0.58167
H -1.48758 0.60517 -0.70620
N -0.30337 -1.49328 -0.33012
N 3.11614 -0.32163 0.02819
C -2.13981 -0.03737 0.02640
O 0.76846 0.10512 0.14705
*
```

Quick look at the Löwdin charges, all values in e:
1. C -0.125
2. C -0.132
3. H 0.099
4. H 0.199
5. H 0.074
6. H 0.187
7. H 0.102
8. N 0.088
9. N 0.313
10. C -0.060
11. O 0.256

Entry S
The following is a quantum chemistry calculation of a cluster of 2 separate species, C3H5N2O in total, from the OMol25 dataset.

Results
Highest occupied orbital energy (spin up / spin down) ... -13.782 / -13.780 eV
Orbital gap (spin up / spin down) ... 0.30469 / 0.30461 Eh

```
! wB97M-V def2-TZVPD RIJCOSX def2/J DEFGRID3
* xyz 1 1
C 0.33850 -0.24664 -1.19931
C -0.19098 0.96114 -0.78344
H -1.23267 1.33664 -0.84182
H -0.25422 -0.32594 2.92282
O -0.84745 -2.27767 -1.71158
N -0.29773 0.91767 1.46322
C -0.30679 -1.34100 -1.42788
H 0.40481 1.87212 -0.60650
H 0.91585 -0.65526 1.65647
N 0.13516 -0.01795 2.00672
H 1.33553 -0.22310 -1.47870
*
```

Quick look at the Löwdin charges, all values in e:
1. C -0.121
2. C 0.101
3. H 0.121
4. H 0.159
5. O 0.359
6. N 0.091
7. C -0.102
8. H 0.105
9. H 0.161
10. N 0.001
11. H 0.126

The energy of each structure relative to the most stable one, in hartree, is as follows: entry P 0.0000; entry Q 0.0388; entry R 0.0484; entry S 0.0628.